The following is a DFT calculation (the ωB97M-V functional and the def2-TZVPD basis) of an isolated molecule of C5H11N.

Results
- spin multiplicity = 1
- SMILES = CN1CC1(C)C
- energy above the lowest of the compared OMol25 structures with the same formula, charge and spin (kcal/mol) = 33.81
- E_HOMO (Ha) = -0.320

Each line ends with the Mulliken charge.
Element x y z (Å)
N  0.8718  0.6344  0.0949  -0.280
C  -0.7428  -1.3199  0.0438  -1.460
C  -1.4258  1.1278  -0.4179  -1.374
C  -0.4758  0.1622  0.2504  1.078
C  0.3736  0.4678  1.4423  -0.576
C  1.7914  -0.1342  -0.7051  -0.830
H  0.0483  -1.9293  0.4960  0.364
H  -1.0389  2.1444  -0.2967  0.391
H  2.1220  -1.1059  -0.3116  0.271
H  -1.4042  0.9048  -1.4949  0.258
H  1.2714  -0.3276  -1.6541  0.295
H  -2.4606  1.0720  -0.0750  0.340
H  -1.6874  -1.6149  0.5113  0.393
H  0.6537  -0.3927  2.0586  0.278
H  0.2456  1.3915  2.0070  0.241
H  -0.7961  -1.5773  -1.0206  0.309
H  2.6538  0.4969  -0.9285  0.303